Entry 1:
96
Properties=species:S:1:pos:R:3 method="wB97M-V/def2-TZVPD" de_lowest_ev=0.533 gap_ha=0.2679 total_charge=-1
Cd -0.25176 -0.17518 -0.95069
C -7.20011 1.73652 -0.07332
C -6.96576 1.47326 -1.55901
C -8.05477 0.62275 -2.19611
C -8.08569 -0.76896 -1.57660
C -6.70373 -1.37815 -1.58371
C -6.52867 -2.74237 -1.49466
C -5.25429 -3.29441 -1.56604
F -5.14253 -4.63669 -1.45770
C -4.13990 -2.52932 -1.75675
C -4.29526 -1.14327 -1.84841
C -3.09229 -0.31743 -2.05838
O -2.01707 -0.88335 -2.30690
C -3.28569 1.10286 -1.96140
C -4.55205 1.57712 -1.83973
N -5.66831 0.81992 -1.76063
C -5.56293 -0.56495 -1.73335
C -2.16913 2.14579 -2.00093
O -2.52959 3.32438 -2.08600
O -0.98320 1.70936 -1.93503
H -8.18807 2.17388 0.08549
H -6.44909 2.42758 0.31055
H -7.12769 0.81312 0.50322
H -6.91453 2.42895 -2.08026
H -7.84709 0.53438 -3.26553
H -9.01601 1.12575 -2.08442
H -8.75928 -1.41289 -2.14409
H -8.48272 -0.72311 -0.55891
H -7.38312 -3.39830 -1.36933
H -3.14470 -2.95389 -1.82867
H -4.68323 2.65296 -1.80251
Cl 3.26953 -7.35124 -1.14475
C 2.23727 -5.93416 -1.11383
C 0.84132 -6.11046 -1.01512
C 0.00969 -5.03486 -0.98490
Cl -1.70400 -5.29416 -0.85712
C 0.48540 -3.65957 -1.04618
O -0.27514 -2.68088 -1.01394
C 1.92527 -3.54878 -1.15175
C 2.55715 -2.25735 -1.24851
O 2.02525 -1.14774 -1.21630
C 2.76235 -4.68238 -1.18247
H 0.42966 -7.10969 -0.96498
H 3.66269 -2.28978 -1.35253
H 3.83584 -4.53971 -1.25657
F -0.85058 1.02806 8.63381
C 0.30950 0.95991 7.94536
F 0.99285 2.08445 8.22331
F 1.00342 -0.06112 8.49378
C 0.08395 0.76985 6.47952
C -0.59708 -0.36382 6.04786
C -0.81544 -0.56994 4.69844
C -0.35515 0.35301 3.74958
C 0.32613 1.48753 4.20339
C 0.54645 1.69450 5.55586
C -0.54132 0.13814 2.34611
C -0.63622 -0.05587 1.14813
H -0.95584 -1.08319 6.77470
H -1.34143 -1.45088 4.35564
H 0.68080 2.20247 3.47234
H 1.07570 2.57572 5.89215
O 1.68007 1.32897 -1.01249
P 3.15899 1.30124 -0.84884
C 4.05522 0.59732 -2.24984
C 5.38707 0.20108 -2.17848
C 6.01840 -0.31678 -3.30233
C 5.31977 -0.44177 -4.49486
C 3.98960 -0.04737 -4.56751
C 3.35636 0.47028 -3.44817
C 3.72626 0.55236 0.69007
C 4.98580 0.83971 1.21742
C 5.37122 0.29396 2.43137
C 4.49305 -0.52234 3.13608
C 3.23027 -0.79061 2.62643
C 2.84676 -0.25948 1.40226
C 3.79733 3.00503 -0.73328
C 3.44147 3.75146 0.39278
C 3.78838 5.08814 0.48851
C 4.49241 5.69825 -0.54365
C 4.84069 4.96922 -1.66888
C 4.49132 3.62651 -1.76543
H 5.93275 0.28080 -1.24684
H 7.05434 -0.62594 -3.24355
H 5.80934 -0.85662 -5.36692
H 3.44154 -0.15429 -5.49492
H 2.31677 0.76995 -3.48412
H 5.65647 1.51401 0.69839
H 6.34817 0.52204 2.83894
H 4.79132 -0.93897 4.08996
H 2.53373 -1.40749 3.18043
H 1.85223 -0.45416 1.01493
H 2.87605 3.27985 1.18858
H 3.50547 5.65708 1.36515
H 4.75919 6.74542 -0.47249
H 5.38201 5.44322 -2.47817
H 4.76046 3.06556 -2.65175

---

Entry 2:
94
Properties=species:S:1:pos:R:3 method="wB97M-V/def2-TZVPD" gap_ha=0.2684 total_charge=+1
F -1.27139 1.98905 1.20527
C -2.47058 1.94442 0.46318
F -2.09652 1.74137 -0.86095
F -3.03681 3.21621 0.56092
O -3.23241 0.91325 1.02610
C -4.37310 0.57417 0.21476
C -5.60582 1.58670 0.33541
C -6.18402 2.15153 -1.07148
C -7.25684 3.19609 -0.43220
C -7.96640 2.13976 0.58188
N -6.89544 1.10447 0.96120
H -4.15534 0.42813 -0.88732
H -4.74288 -0.44487 0.59814
H -5.27918 2.38156 1.08375
H -6.80612 1.35659 -1.62438
H -5.43486 2.55251 -1.82014
H -6.66662 3.86125 0.28862
H -7.93802 3.75224 -1.14625
H -8.46092 2.55981 1.51332
H -8.76102 1.46487 0.10177
H -6.85193 1.25635 1.98884
H -7.18156 0.13066 0.78190
C 1.61531 1.74708 -3.20554
C 0.25104 1.47163 -3.26057
C -0.59750 2.29811 -3.98671
C -0.08649 3.41160 -4.65167
C 1.27585 3.70141 -4.57702
C 2.12813 2.85979 -3.86153
C 1.82451 4.90875 -5.23811
O 3.01392 5.16023 -5.17639
C 0.90121 5.80822 -5.96710
C 1.39257 6.97829 -6.54590
C 0.53593 7.82217 -7.24350
C -0.81216 7.49648 -7.37367
C -1.30710 6.33461 -6.79390
C -0.45322 5.49260 -6.08096
C -0.99732 4.27577 -5.43716
O -2.17868 3.99102 -5.54607
H 2.27852 1.09618 -2.64575
H -0.15063 0.60977 -2.73800
H -1.65844 2.07557 -4.03028
H 3.19048 3.07291 -3.81116
H 2.44199 7.23628 -6.45105
H 0.91934 8.73417 -7.68842
H -1.47840 8.15196 -7.92436
H -2.35874 6.08856 -6.89453
C -0.53433 1.98660 4.91802
C -0.62493 1.19535 3.77496
C 0.41766 0.34299 3.43439
C 1.56140 0.28697 4.22948
C 1.66283 1.09645 5.36045
C 0.60706 1.93881 5.70992
C 2.89337 1.08241 6.18655
O 2.98075 1.78625 7.17608
C 4.01632 0.20536 5.78353
C 5.20245 0.22289 6.51709
C 6.25720 -0.60689 6.15391
C 6.12834 -1.46361 5.06305
C 4.95046 -1.48044 4.32591
C 3.89525 -0.63886 4.67879
C 2.65871 -0.63861 3.86626
O 2.54399 -1.38422 2.90792
H -1.35266 2.64569 5.18860
H -1.50775 1.24169 3.15320
H 0.33945 -0.27481 2.54571
H 0.67495 2.56091 6.59595
H 5.30840 0.88528 7.36962
H 7.18060 -0.58780 6.72280
H 6.94927 -2.11582 4.78489
H 4.85757 -2.14624 3.47445
C 0.67525 -3.07615 0.90433
C 0.85820 -3.57604 2.19131
C 1.35262 -4.86136 2.37450
C 1.65502 -5.65680 1.26924
C 1.44867 -5.16455 -0.01933
C 0.96849 -3.86715 -0.19935
C 1.71868 -6.01535 -1.20156
O 1.54172 -5.58387 -2.32757
C 2.19840 -7.40060 -0.99263
C 2.40250 -8.23304 -2.09325
C 2.86534 -9.53064 -1.90756
C 3.13485 -9.99880 -0.62360
C 2.92764 -9.17474 0.47603
C 2.44970 -7.87683 0.29448
C 2.19860 -7.01915 1.47499
O 2.42979 -7.42870 2.59894
H 0.29789 -2.06867 0.76218
H 0.61722 -2.96210 3.05139
H 1.49822 -5.24400 3.37911
H 0.81889 -3.47414 -1.19938
H 2.19764 -7.87365 -3.09609
H 3.01844 -10.17791 -2.76455
H 3.50285 -11.00914 -0.48012
H 3.13468 -9.54628 1.47392